The following is a quantum chemistry calculation of a 14-piece molecular cluster, C56H88N14 overall at a distorted geometry, from the OMol25 dataset.

Summary:
Multiplicity ... 1
Net charge ... 0

Cartesian coordinates (Å):
C: -4.7910 16.3985 -8.7116
C: -4.0765 15.9458 -10.0256
C: -2.5339 16.0526 -9.8461
C: -2.0028 15.2428 -8.8458
N: -1.5432 14.5733 -8.0366
H: -5.8662 16.4966 -8.8614
H: -4.4076 17.3708 -8.4020
H: -4.5421 15.7556 -7.8673
H: -4.5243 16.5743 -10.7954
H: -4.4586 14.9340 -10.1604
H: -2.3143 17.1057 -9.6707
H: -2.0836 15.7578 -10.7939
C: -2.7613 25.4090 -6.5639
C: -2.0046 24.9484 -7.7929
C: -2.7260 24.7420 -9.1128
C: -3.9469 23.9266 -8.9610
N: -4.9028 23.2624 -8.7979
H: -3.3781 26.2910 -6.7359
H: -2.0454 25.6230 -5.7703
H: -3.4422 24.6608 -6.1582
H: -1.5700 24.0002 -7.4766
H: -1.0951 25.5395 -7.9000
H: -2.0032 24.2356 -9.7526
H: -2.9469 25.6608 -9.6558
C: -12.1098 19.4935 -12.5530
C: -11.4378 18.4192 -11.7360
C: -10.2354 19.0451 -10.9342
C: -10.7040 19.9367 -9.8316
N: -11.0350 20.6533 -9.0053
H: -11.3913 20.0706 -13.1352
H: -12.5882 20.2048 -11.8798
H: -12.9061 19.0878 -13.1770
H: -11.0589 17.6193 -12.3721
H: -12.0818 17.9582 -10.9871
H: -9.6316 19.7417 -11.5158
H: -9.5749 18.3340 -10.4379
C: -6.5058 17.5078 -2.8184
C: -7.7461 17.9277 -1.9872
C: -8.9335 17.0680 -2.4462
C: -10.1086 17.3504 -1.6849
N: -11.0150 17.6434 -1.0299
H: -6.2110 16.5103 -2.4926
H: -5.7085 18.2050 -2.5611
H: -6.5952 17.4247 -3.9016
H: -7.8538 18.9913 -2.2000
H: -7.4968 17.7641 -0.9388
H: -8.7320 15.9979 -2.4949
H: -9.1604 17.2701 -3.4930
C: -5.3094 21.3038 -3.2202
C: -6.3193 21.7003 -4.2669
C: -5.8337 22.7256 -5.3150
C: -5.8753 24.1317 -5.0045
N: -5.9117 25.2676 -4.8166
H: -4.8324 22.1170 -2.6730
H: -4.4552 20.7722 -3.6397
H: -5.7461 20.6323 -2.4810
H: -7.2231 22.0378 -3.7596
H: -6.5953 20.7794 -4.7804
H: -6.2739 22.6774 -6.3110
H: -4.7872 22.4682 -5.4787
C: -6.6428 25.3602 -12.6327
C: -6.1736 24.3193 -11.6386
C: -6.0116 22.8375 -12.1154
C: -7.2276 22.0880 -12.5336
N: -8.1575 21.4821 -12.8608
H: -7.7209 25.2797 -12.7713
H: -6.1757 25.3100 -13.6162
H: -6.4867 26.3636 -12.2366
H: -6.8272 24.2040 -10.7739
H: -5.2034 24.5274 -11.1875
H: -5.6103 22.2684 -11.2768
H: -5.1599 22.7914 -12.7942
C: -2.0302 18.7248 -4.7367
C: -1.1917 17.5919 -5.2838
C: -1.4407 16.1346 -4.8733
C: -2.9191 15.8912 -5.0218
N: -4.0350 15.7818 -5.1341
H: -3.0551 18.6412 -5.0982
H: -1.5780 19.6988 -4.9235
H: -2.0709 18.7712 -3.6485
H: -0.1445 17.7674 -5.0378
H: -1.2039 17.6280 -6.3731
H: -1.1469 15.9652 -3.8374
H: -0.9170 15.4018 -5.4871
C: -13.2745 15.0539 -6.2695
C: -13.5490 16.2688 -7.1697
C: -12.2807 17.0194 -7.6948
C: -11.2828 17.2904 -6.6514
N: -10.5148 17.5224 -5.8482
H: -14.2278 14.5809 -6.0336
H: -12.9429 15.3502 -5.2744
H: -12.5637 14.3379 -6.6820
H: -14.1816 17.0068 -6.6765
H: -14.1739 15.8926 -7.9797
H: -12.4962 17.9896 -8.1424
H: -11.7903 16.3565 -8.4077
C: -8.9699 24.4183 -8.2706
C: -8.2055 25.2084 -7.1638
C: -8.0012 26.6825 -7.5023
C: -7.1970 26.8402 -8.6947
N: -6.5679 26.9515 -9.6451
H: -9.9593 24.8422 -8.4425
H: -9.1403 23.3628 -8.0585
H: -8.4752 24.5596 -9.2315
H: -7.2474 24.7117 -7.0103
H: -8.7212 25.0735 -6.2131
H: -7.4958 27.1588 -6.6622
H: -8.9788 27.1357 -7.6668
N: -5.6153 19.3175 -12.6946
C: -4.3747 19.4748 -13.2996
C: -3.4667 19.6162 -12.2933
C: -4.1713 19.5869 -11.0477
C: -5.4973 19.4267 -11.3012
H: -6.4988 19.2094 -13.1720
H: -4.2841 19.4685 -14.3758
H: -2.3961 19.6018 -12.4343
H: -3.6464 19.7796 -10.1237
H: -6.3687 19.4366 -10.6632
N: -9.7002 21.1019 -5.4193
C: -10.5249 22.1694 -5.1561
C: -10.8312 22.2315 -3.8176
C: -10.1339 21.1509 -3.2044
C: -9.5816 20.4203 -4.2583
H: -9.3261 20.7177 -6.2752
H: -10.8160 22.8927 -5.9034
H: -11.4166 22.9994 -3.3338
H: -10.1841 20.8886 -2.1579
H: -9.0777 19.4664 -4.2081
N: -8.4825 15.3307 -5.5959
C: -7.1933 14.9204 -5.5073
C: -7.1702 13.8690 -4.6038
C: -8.4261 13.7731 -4.0565
C: -9.2730 14.6005 -4.7919
H: -8.8800 15.9373 -6.2988
H: -6.4368 15.3035 -6.1761
H: -6.3358 13.2174 -4.3902
H: -8.7181 13.1365 -3.2344
H: -10.3458 14.7053 -4.7252
N: -6.3188 20.7192 -8.0492
C: -7.5905 20.2468 -8.2687
C: -7.7694 19.0889 -7.5125
C: -6.5676 18.8224 -6.9089
C: -5.6398 19.7990 -7.3004
H: -5.8711 21.5249 -8.4623
H: -8.2732 20.8005 -8.8962
H: -8.6501 18.4662 -7.4578
H: -6.3999 18.0078 -6.2198
H: -4.6144 19.9487 -6.9962
N: 0.3785 19.7182 -8.0930
C: 0.3929 20.5417 -7.0251
C: -0.8563 21.2495 -7.0070
C: -1.5516 20.7429 -8.1260
C: -0.8042 19.7439 -8.6925
H: 1.2022 19.2361 -8.4237
H: 1.2219 20.6382 -6.3396
H: -1.1537 22.0199 -6.3109
H: -2.5426 20.9490 -8.5023
H: -0.9279 19.2207 -9.6291

Atom charges from the Löwdin analysis, given in e for atoms 1 to 8: -0.11 -0.21 -0.19 -0.25 0.18 0.07 0.05 0.04

The following is a quantum chemistry calculation of CH3N5O2 as an isolated structure at a distorted geometry, from the OMol25 dataset.

Summary:
Multiplicity ... 1
Net charge ... 0

Cartesian coordinates (Å):
C: -0.1578 -0.3921 0.2357
H: -0.4694 -2.8543 1.8012
H: -0.3452 0.8016 2.0951
H: 1.3569 -0.8940 -2.0853
N: 0.0862 -1.5916 0.5241
N: -0.4702 0.7387 0.9035
N: -0.1688 2.0297 0.2283
N: 0.0720 1.5915 -0.9088
N: 0.0273 0.2953 -0.9268
O: 0.1529 -1.7908 1.9817
O: 0.2944 -0.2274 -2.2275

Atom charges from the natural (NBO) analysis, given in e for atoms 1 to 8: 0.44 0.49 0.43 0.47 -0.31 -0.49 -0.01 0.01

The following is a quantum chemistry calculation of a 2-piece molecular cluster, C3H7N3O overall at a distorted geometry, from the OMol25 dataset.

Summary:
Multiplicity ... 1
Net charge ... 0

Cartesian coordinates (Å):
C: -1.3347 -1.8182 -2.7456
C: -0.8933 0.9051 -1.4625
C: 1.2644 -0.3883 1.1358
N: -1.0355 -0.7664 0.6009
N: 0.2448 0.6071 -0.6449
N: 0.0622 -0.1938 0.3167
O: -0.7227 -2.5432 -2.1298
H: -1.8260 0.8262 -0.8998
H: -0.7577 1.9086 -1.8608
H: -0.9590 0.1965 -2.3066
H: 2.1324 -0.3523 0.4831
H: 1.3278 0.4126 1.8727
H: 1.2229 -1.3483 1.6530
H: -0.9615 -1.3484 1.4307

Atom charges from the natural (NBO) analysis, given in e for atoms 1 to 8: 0.50 -0.48 -0.43 -0.58 -0.30 0.16 -0.50 0.21

The following is a quantum chemistry calculation of C25H32BN8Pt as an isolated structure at a distorted geometry, from the OMol25 dataset.

Summary:
Multiplicity ... 2
Net charge ... +4

Cartesian coordinates (Å):
Pt: -0.7470 0.4269 0.5320
C: -0.0920 3.4490 1.3542
C: -1.1082 2.3773 1.6682
C: -2.1855 2.1009 0.7716
C: -3.3422 1.3295 1.1774
C: -4.5830 1.2808 0.3757
C: -3.2893 0.6681 2.4144
C: -2.2060 0.8083 3.2713
C: -2.2181 0.2042 4.6228
C: -1.1040 1.6716 2.8635
H: 0.2274 3.4227 0.3131
H: 0.7834 3.3679 1.9965
H: -0.5450 4.4280 1.5311
H: -2.2703 2.7485 -0.0837
H: -5.0194 0.2803 0.3588
H: -4.4928 1.6784 -0.6307
H: -5.3177 1.9097 0.9039
H: -4.1507 0.0918 2.7382
H: -2.5583 -0.8341 4.6016
H: -2.9667 0.7399 5.2254
H: -1.2650 0.2829 5.1388
H: -0.3044 1.8448 3.5747
C: -2.2397 2.3918 -2.3841
C: -0.8488 1.8676 -2.2787
C: 0.1668 2.1138 -3.1944
C: 1.2172 1.2981 -2.8424
N: 0.8843 0.5887 -1.7535
N: -0.3816 0.9470 -1.3903
B: 1.5285 -0.7028 -1.2018
N: 0.3892 -1.7322 -1.0550
C: 0.2555 -3.0391 -1.3566
C: -0.9200 -3.5127 -0.8207
C: -1.5020 -2.4410 -0.1458
C: -2.7776 -2.4160 0.6204
N: -0.6894 -1.3827 -0.3144
N: 2.0565 -0.4550 0.2144
C: 3.2154 -0.7317 0.8400
C: 3.0094 -0.7218 2.1989
C: 1.6625 -0.4430 2.3902
C: 0.9473 -0.4785 3.6918
N: 1.1026 -0.2499 1.1741
N: 2.5836 -1.1974 -2.2199
C: 2.3241 -1.7419 -3.5204
C: 3.5043 -1.9550 -4.1206
C: 4.4922 -1.5278 -3.1768
C: 5.9381 -1.5353 -3.2800
N: 3.8473 -1.0532 -2.0203
H: -2.3094 3.4384 -2.0802
H: -2.9447 1.7825 -1.8322
H: -2.5348 2.3531 -3.4327
H: 0.1041 2.7724 -4.0469
H: 2.1712 1.1599 -3.3275
H: 1.0030 -3.5631 -1.9322
H: -1.3219 -4.5103 -0.9040
H: -2.7585 -3.1747 1.4028
H: -3.6146 -2.6518 -0.0376
H: -2.9583 -1.4450 1.0810
H: 4.1093 -0.9302 0.2765
H: 3.7345 -0.9255 2.9713
H: 1.1292 0.4237 4.2785
H: 1.3389 -1.3105 4.2767
H: -0.1193 -0.6506 3.5665
H: 1.3125 -1.8999 -3.8634
H: 3.6842 -2.3640 -5.1033
H: 6.2860 -2.5562 -3.5001
H: 6.4295 -1.1467 -2.3941
H: 6.2484 -0.9690 -4.1720

Atom charges from the natural (NBO) analysis, given in e for atoms 1 to 8: 1.35 -0.65 -0.13 -0.33 0.19 -0.70 -0.16 0.13

Calculated energy, -80357.399 -12622.047 -9739.253 -42245.301 eV (same order as the records).
Calculated energy relative to the best compared isomer or geometry (same formula, charge and spin), 22.69 479.70 364.73 49.80 kJ/mol (same order as the records).
Calculated Kohn-Sham gap, 7.77 8.99 9.47 5.61 eV (same order as the records).